Record 1
Molecular formula: C32H48FN7O7PS2
Method: DFT, ωB97M-V with the def2-TZVPD basis set

Output
* HOMO-LUMO gap: 6.281 eV
* total energy: -92366.49671 eV
* LUMO energy: -4.43 eV

```
! wB97M-V def2-TZVPD RIJCOSX def2/J DEFGRID3
* xyz 1 1
C 4.06116 -2.88378 4.90533
C 3.49805 -1.62099 4.64464
C 3.00093 -0.13262 4.12969
C 2.76375 -0.09102 2.47441
C 3.03588 1.48724 2.04583
N 3.07974 1.72433 0.55317
C 1.78442 1.37120 -0.14231
N 1.73022 0.26106 -0.99487
C 3.01832 -0.51799 -1.14501
C 2.90339 -1.89051 -2.03406
C 2.14719 -3.14149 -1.26414
C 3.10382 -3.97953 -0.22940
S 2.40483 -3.93528 1.52469
C 0.78385 -4.86533 1.64954
N 0.44025 -5.93020 2.70568
N -0.82745 -6.49292 2.67327
C -1.44198 -5.75968 1.47309
O -0.46954 -4.79790 0.88173
P 0.29091 -0.24644 -1.91729
C -1.05627 -1.03959 -0.82026
C -0.37779 1.16518 -3.01615
N 0.47976 2.18326 -0.03738
C -0.24476 1.88989 1.25649
C -1.88792 1.92022 1.14901
C -2.60494 0.54906 1.75626
C -3.64870 0.83551 2.98807
O -3.02930 0.67665 4.32589
C 0.93228 3.62086 -0.15377
C -0.24529 4.74470 0.03419
C -0.97456 4.99658 -1.42498
C -2.54907 4.54383 -1.48418
C -3.18900 5.26086 -2.85249
S -5.00668 4.83718 -3.11858
C -5.63434 3.61876 -1.84186
N -6.43121 2.38516 -2.30057
N -6.85676 1.60328 -1.23149
C -6.28008 2.34192 -0.00634
O -5.53782 3.59136 -0.37203
O 2.12830 3.92564 0.70041
C 3.31349 3.19481 0.20926
C 4.75056 3.78327 0.78777
C 5.22446 4.97233 -0.28032
C 5.64105 6.00596 -1.14538
H 4.61113 -3.85169 5.27026
H 3.87525 0.61772 4.44270
H 2.04713 0.25535 4.72239
H 3.59500 -0.83158 2.04332
H 1.70507 -0.48840 2.17328
H 2.18846 2.11838 2.60151
H 4.04413 1.78962 2.60627
H 3.54410 -0.78898 -0.13524
H 3.77391 0.20374 -1.72224
H 2.47642 -1.69577 -3.13011
H 4.02339 -2.26210 -2.21485
H 1.26440 -2.67140 -0.61359
H 1.70393 -3.82799 -2.13328
H 4.22900 -3.65156 -0.24053
H 3.08561 -5.11284 -0.59473
H -2.55157 -5.99901 1.18756
H -1.37810 -2.06516 -1.33961
H -2.02118 -0.34068 -0.89440
H -0.72630 -1.24144 0.28969
H -0.83890 0.81671 -4.03599
H -1.14212 1.81860 -2.41542
H 0.53780 1.88267 -3.28417
H 0.03171 0.84240 1.74048
H 0.11813 2.70056 2.05266
H -2.30031 2.13898 0.07094
H -2.24403 2.79714 1.87087
H -3.25318 0.11826 0.85113
H -1.81850 -0.31004 1.99600
H -4.17887 1.86690 2.82302
H -4.50692 0.00904 2.93646
H -3.82581 0.51789 4.94550
H 1.33225 3.74920 -1.27155
H -0.98419 4.55552 0.92071
H 0.31274 5.76859 0.29048
H -0.42432 4.49165 -2.33044
H -0.93727 6.16941 -1.64078
H -2.64053 3.37279 -1.69644
H -3.16638 4.89341 -0.55346
H -2.56224 4.78764 -3.75146
H -2.96043 6.40916 -2.87147
H -6.48439 1.90130 1.05967
H 3.42604 3.22130 -0.97899
H 5.55147 2.91084 0.64009
H 4.70481 4.14808 1.89854
H 6.10817 6.93392 -1.68493
C -1.49738 -7.90307 -1.63298
C -2.81890 -8.17961 -2.26449
O -2.73110 -7.52802 -3.51133
C -1.40661 -7.55040 -3.83056
O -0.96803 -7.33169 -4.94756
O -0.62899 -7.85576 -2.74726
F -3.82025 -7.61086 -1.55634
H -1.47045 -6.94078 -1.11080
H -1.19720 -8.68938 -0.93512
H -3.02873 -9.24339 -2.41895
*
```

---

Record 2
Molecular formula: C32H48LiN6O5P
Method: DFT, ωB97M-V with the def2-TZVPD basis set

Output
* HOMO-LUMO gap: 7.872 eV
* total energy: -62638.38087 eV
* LUMO energy: 0.16 eV

```
! wB97M-V def2-TZVPD RIJCOSX def2/J DEFGRID3
* xyz 0 1
Li -0.64165 1.54091 0.74290
O -4.60231 3.72556 6.09793
C -3.76036 2.58527 6.13290
C -3.21952 2.33333 4.75290
C -2.90262 3.38659 3.90526
C -2.35968 3.09514 2.66543
N -2.14423 1.85557 2.24672
C -2.43063 0.84533 3.05489
C -2.98043 1.03950 4.31594
C -2.07582 -0.49191 2.50175
C -2.49481 -1.68012 3.08374
C -2.12072 -2.89091 2.51529
C -2.54154 -4.18955 3.15556
O -2.15961 -4.26664 4.51917
C -1.33845 -2.85825 1.37211
C -0.96500 -1.62429 0.85509
N -1.31272 -0.46920 1.40190
H -4.85873 3.94772 6.99812
H -4.30396 1.69945 6.47940
H -2.91738 2.74941 6.81525
H -3.06826 4.40776 4.21344
H -2.07156 3.88257 1.98067
H -3.19733 0.20451 4.96812
H -3.10755 -1.68481 3.97386
H -2.14319 -5.03290 2.58110
H -3.62992 -4.27010 3.15556
H -1.20853 -4.12636 4.57870
H -1.01534 -3.77310 0.89150
H -0.33778 -1.55226 -0.02588
C 0.48608 4.87614 -3.08390
N 0.27719 3.86416 -2.06203
C 1.43481 3.16592 -1.50505
C -0.93165 3.51916 -1.58141
C -2.15891 4.27277 -2.03219
O -1.04295 2.61955 -0.75394
H 1.49214 4.76128 -3.47995
H 0.39066 5.88884 -2.68552
H -0.20651 4.76000 -3.91556
H 2.33691 3.70264 -1.78759
H 1.48858 2.14304 -1.88553
H 1.35865 3.11287 -0.41790
H -2.08537 4.70587 -3.02476
H -2.34403 5.08003 -1.32142
H -3.00199 3.58819 -1.98899
N -1.79013 -3.72042 -5.62531
C -1.89523 -2.36901 -5.72448
O -1.97945 -1.78950 -6.78616
C -1.90105 -1.62991 -4.41599
C -2.52581 -2.12221 -3.27842
C -2.48702 -1.35852 -2.11996
N -1.87198 -0.18418 -2.03457
C -1.28818 0.28153 -3.13434
C -1.28158 -0.39195 -4.34530
H -1.74203 -4.25696 -6.47452
H -1.57386 -4.16917 -4.75430
H -3.05359 -3.06718 -3.28963
H -2.97366 -1.70997 -1.21735
H -0.78920 1.23855 -3.03314
H -0.80592 0.02491 -5.22209
O 1.84107 3.57127 3.44630
C 1.30990 2.96760 2.55844
N 0.79141 2.37166 1.67423
C 4.60518 -0.94309 -2.08776
C 3.26025 -0.27054 -1.81133
C 2.44754 -0.21082 -3.11031
P 2.18356 -0.88339 -0.41090
C 2.97403 -0.15207 1.10723
C 4.49326 -0.02106 1.19831
C 2.39640 -0.82201 2.35498
C 2.39939 -2.73518 -0.28909
C 1.85236 -3.37519 -1.56846
C 3.74183 -3.35462 0.09667
H 5.16061 -0.36215 -2.82949
H 4.46136 -1.94028 -2.50594
H 5.22529 -1.03099 -1.20010
H 3.45373 0.76275 -1.49439
H 2.36914 -1.20077 -3.56412
H 2.92907 0.44572 -3.83941
H 1.43346 0.14832 -2.93598
H 2.55596 0.86291 1.09273
H 5.00301 -0.98438 1.20784
H 4.74687 0.49503 2.12770
H 4.90206 0.57353 0.38163
H 2.80185 -1.82559 2.50075
H 1.30819 -0.89117 2.29872
H 2.63987 -0.22857 3.23740
H 1.69390 -2.97691 0.51730
H 2.54601 -3.23861 -2.39957
H 0.89457 -2.93581 -1.85864
H 1.71255 -4.45045 -1.43382
H 4.48896 -3.23123 -0.68492
H 3.61420 -4.42896 0.26031
H 4.13789 -2.92961 1.01566
*
```

---

Which value of total energy does entry 1 give?
-92366.49671 eV

---

Which formula does entry 1 have?
C32H48FN7O7PS2

---

Among the records above, which one has the lowest total energy?
C32H48FN7O7PS2